{"formula": "C42H64N4O4SSr", "method": "ωB97M-V/def2-TZVPD", "symbols": ["Sr", "C", "N", "C", "C", "C", "N", "C", "C", "C", "C", "C", "C", "C", "O", "C", "C", "C", "C", "C", "C", "C", "C", "C", "C", "C", "C", "C", "C", "C", "O", "C", "C", "C", "C", "C", "C", "C", "C", "H", "H", "H", "H", "H", "H", "H", "H", "H", "H", "H", "H", "H", "H", "H", "H", "H", "H", "H", "H", "H", "H", "H", "H", "H", "H", "H", "H", "H", "H", "H", "H", "H", "H", "H", "H", "H", "H", "H", "H", "H", "H", "H", "H", "H", "H", "H", "H", "H", "H", "H", "H", "H", "H", "N", "C", "C", "C", "O", "O", "H", "H", "H", "H", "H", "H", "S", "C", "C", "C", "C", "C", "N", "H", "H", "H", "H"], "xyz": [[11.8731, 11.1269, 15.7960], [13.7335, 7.7597, 15.0956], [12.6305, 8.6119, 14.6308], [11.4095, 7.9163, 15.0116], [12.6712, 8.7548, 13.1668], [13.7094, 9.7891, 12.7166], [13.2099, 11.1177, 13.0822], [12.2885, 11.6067, 12.0588], [11.0512, 10.8458, 11.6443], [10.9460, 10.4545, 10.3229], [9.7976, 9.8330, 9.8034], [8.6888, 9.7763, 10.6458], [8.7115, 10.1548, 11.9760], [9.9594, 10.6370, 12.5463], [10.1406, 10.8150, 13.8204], [7.4426, 10.0362, 12.8149], [7.2606, 11.4312, 13.4495], [7.7084, 9.0384, 13.9445], [6.1869, 9.5427, 12.0295], [9.6026, 9.3525, 8.3789], [8.6955, 10.3475, 7.6302], [8.9589, 7.9562, 8.3041], [10.9160, 9.2274, 7.5694], [14.3586, 12.0392, 13.2327], [14.0779, 13.5154, 13.1456], [14.9014, 14.2495, 12.3175], [14.9008, 15.6160, 12.2776], [13.9951, 16.2669, 13.1264], [13.1176, 15.6230, 13.9906], [13.1682, 14.1605, 14.0397], [12.4971, 13.4185, 14.8363], [12.0038, 16.4579, 14.6376], [12.4030, 17.9433, 14.7278], [10.7809, 16.2717, 13.7489], [11.6378, 15.9303, 16.0167], [15.7562, 16.4367, 11.3553], [16.7912, 15.5622, 10.6168], [14.8478, 17.1235, 10.2886], [16.5107, 17.4690, 12.1950], [13.6555, 6.7605, 14.6269], [13.6780, 7.6548, 16.1866], [14.6786, 8.2286, 14.8368], [11.3847, 6.9242, 14.5175], [10.5195, 8.4923, 14.7437], [11.3861, 7.7765, 16.0987], [11.7011, 9.0755, 12.8187], [12.8420, 7.7571, 12.7249], [13.9640, 9.6851, 11.6519], [14.6806, 9.6529, 13.2365], [12.8496, 11.7566, 11.1150], [12.0211, 12.6031, 12.3829], [11.8026, 10.6081, 9.6856], [7.7668, 9.3890, 10.2309], [8.1683, 11.6275, 14.0247], [6.3928, 11.4903, 14.1062], [7.1994, 12.1501, 12.6442], [8.4606, 9.4716, 14.5974], [8.1156, 8.0875, 13.5521], [6.7887, 8.7911, 14.5030], [6.0075, 10.1688, 11.1472], [5.2878, 9.6048, 12.6395], [6.3581, 8.5183, 11.7160], [7.6869, 10.3562, 8.0385], [8.6543, 10.0594, 6.5668], [9.1035, 11.3640, 7.7547], [8.0557, 7.8771, 8.8857], [9.6810, 7.1762, 8.5881], [8.6303, 7.7509, 7.2555], [11.4045, 10.1577, 7.3891], [10.6415, 8.8126, 6.5677], [11.6517, 8.5641, 8.0038], [15.1286, 11.8437, 12.4615], [14.7947, 11.8091, 14.2078], [15.5928, 13.7298, 11.6377], [13.9640, 17.3694, 13.0830], [12.3379, 18.4861, 13.7726], [13.4256, 18.0287, 15.1223], [11.7589, 18.4330, 15.4748], [11.0191, 16.5597, 12.6983], [9.9261, 16.8522, 14.1344], [10.5047, 15.2257, 13.7362], [12.5036, 15.8624, 16.6676], [11.2496, 14.9346, 15.9383], [10.9202, 16.6148, 16.4530], [16.2973, 14.8446, 9.9587], [17.3962, 14.9831, 11.3094], [17.4352, 16.2309, 10.0073], [14.2437, 16.3704, 9.7584], [15.4670, 17.7076, 9.5618], [14.1376, 17.8138, 10.7375], [17.1910, 16.9850, 12.8923], [15.8064, 18.0239, 12.8109], [17.1290, 18.1525, 11.5905], [10.2702, 12.0050, 17.9516], [10.7625, 13.0412, 18.8765], [12.1784, 12.7282, 19.3922], [13.2335, 12.9934, 18.2912], [13.9789, 13.9626, 18.3493], [13.2153, 12.1232, 17.3734], [9.3463, 12.2332, 17.5568], [10.1534, 11.1105, 18.4601], [10.0390, 13.2346, 19.7077], [10.8393, 14.0011, 18.3312], [12.2264, 11.6632, 19.7075], [12.4070, 13.3189, 20.2882], [9.7335, 7.9758, 18.5446], [11.4377, 8.0001, 18.7527], [12.0872, 6.9970, 19.5181], [13.4300, 7.1434, 19.8205], [14.0991, 8.2502, 19.3435], [13.4261, 9.1436, 18.5366], [12.1369, 9.0198, 18.1643], [11.4819, 6.1711, 19.8974], [13.9613, 6.3935, 20.4070], [15.1340, 8.4065, 19.5918], [13.9256, 10.0439, 18.1907]], "charge": -2, "homo_lumo_gap_ev": 5.9, "e_lumo_ha": 0.1448, "de_lowest_ev": 0.000}

***

{"formula": "C42H65BN11O2", "method": "ωB97M-V/def2-TZVPD", "symbols": ["C", "C", "C", "C", "C", "C", "C", "C", "C", "N", "B", "N", "O", "C", "O", "C", "C", "C", "C", "C", "C", "N", "N", "C", "C", "N", "H", "H", "H", "H", "H", "H", "H", "H", "H", "H", "H", "H", "H", "H", "H", "H", "H", "H", "H", "H", "H", "H", "H", "C", "C", "C", "C", "N", "H", "H", "H", "H", "H", "H", "H", "C", "C", "C", "C", "N", "H", "H", "H", "H", "H", "H", "H", "C", "C", "C", "C", "N", "H", "H", "H", "H", "H", "H", "H", "C", "C", "C", "C", "N", "H", "H", "H", "H", "H", "H", "H", "C", "C", "C", "C", "N", "H", "H", "H", "H", "H", "H", "H", "C", "C", "C", "C", "N", "H", "H", "H", "H", "H", "H", "H"], "xyz": [[-2.1697, 2.7397, -3.6265], [-2.3379, 1.3763, -4.4422], [-3.7612, 0.7948, -4.7371], [-3.9936, -0.5377, -5.4982], [-2.7489, -1.3178, -6.0256], [-1.3160, -0.7910, -5.7666], [-1.1248, 0.5613, -4.9663], [0.4313, 0.9742, -4.7211], [1.1209, -0.3783, -4.1460], [2.2006, -1.0758, -4.7969], [2.9767, -0.7950, -6.0601], [4.4636, -1.0829, -6.0183], [2.3354, -0.3079, -7.2756], [2.5121, -2.2469, -3.9733], [3.4874, -3.2772, -4.1269], [1.5060, -2.1778, -2.8094], [1.5035, -3.3462, -1.6949], [1.2207, -4.7734, -2.2245], [1.2056, -5.9250, -1.1529], [1.4742, -5.5066, 0.3428], [1.7060, -3.9952, 0.6072], [1.7459, -2.9306, -0.3485], [0.6686, -0.9861, -2.9250], [-0.3848, -0.5854, -1.9457], [0.2761, 0.4227, -0.8602], [0.2691, 1.8532, -1.2696], [-1.0783, 3.0514, -3.4917], [-2.7653, 3.5566, -4.1607], [-2.6067, 2.5678, -2.5656], [-4.6566, 1.3793, -4.3257], [-5.0629, -0.9217, -5.6524], [-2.9389, -2.2985, -6.5714], [-0.4190, -1.3938, -6.1309], [0.5473, 1.8636, -4.0181], [0.8984, 1.2088, -5.7416], [4.6037, -2.1060, -6.1547], [4.7461, -0.8514, -5.0405], [1.6838, -1.0120, -7.5393], [4.1813, -3.0391, -3.4538], [1.0211, -4.9854, -3.3321], [0.9927, -7.0173, -1.4558], [1.4591, -6.3361, 1.1231], [1.8779, -3.6961, 1.7105], [-0.6934, -1.5522, -1.3845], [-1.3431, -0.1789, -2.4152], [-0.3247, 0.3464, 0.1270], [1.3576, 0.1427, -0.6156], [0.9783, 2.0737, -1.9794], [-0.6682, 2.1909, -1.5225], [-1.4220, 4.3685, 1.7664], [-2.5978, 4.7031, 0.8545], [-3.7803, 3.7479, 1.0339], [-3.3557, 2.3423, 0.7080], [-3.0196, 1.2352, 0.4478], [-1.0121, 3.3784, 1.5492], [-0.6146, 5.0915, 1.6252], [-1.7221, 4.3940, 2.8183], [-2.2570, 4.6808, -0.1864], [-2.9298, 5.7244, 1.0622], [-4.6002, 4.0362, 0.3707], [-4.1488, 3.7815, 2.0634], [-2.7671, -0.9695, 4.1045], [-3.9663, -0.9472, 5.0457], [-5.0205, 0.0781, 4.6278], [-4.4186, 1.4539, 4.6349], [-3.9452, 2.5383, 4.6381], [-2.2397, -0.0119, 4.1014], [-2.0505, -1.7327, 4.4179], [-3.0780, -1.1950, 3.0796], [-3.6180, -0.7314, 6.0609], [-4.4224, -1.9413, 5.0680], [-5.8672, 0.0537, 5.3187], [-5.3953, -0.1442, 3.6248], [2.6235, 4.9326, -5.6025], [3.3044, 5.6728, -4.4559], [2.6853, 5.3567, -3.0925], [1.2383, 5.7637, -3.0811], [0.0988, 6.0863, -3.0727], [1.5739, 5.2219, -5.7024], [3.1152, 5.1654, -6.5500], [2.6697, 3.8488, -5.4522], [3.2502, 6.7492, -4.6470], [4.3642, 5.4025, -4.4378], [3.2144, 5.8984, -2.3044], [2.7583, 4.2870, -2.8761], [3.8415, -4.9483, 5.5717], [4.4618, -3.9626, 4.5870], [4.1182, -2.5055, 4.9057], [2.6294, -2.3064, 4.8476], [1.4500, -2.1469, 4.8086], [2.7491, -4.9108, 5.5457], [4.1366, -5.9703, 5.3228], [4.1690, -4.7395, 6.5944], [4.1225, -4.2107, 3.5756], [5.5490, -4.0837, 4.6001], [4.5956, -1.8396, 4.1821], [4.4768, -2.2353, 5.9028], [-4.9505, 5.2264, -2.3970], [-6.1379, 5.5685, -3.2911], [-7.3147, 4.6063, -3.1121], [-6.8897, 3.2079, -3.4620], [-6.5543, 2.1064, -3.7387], [-4.5394, 4.2409, -2.6320], [-4.1474, 5.9544, -2.5369], [-5.2392, 5.2366, -1.3412], [-5.8091, 5.5618, -4.3354], [-6.4712, 6.5855, -3.0657], [-8.1431, 4.9002, -3.7618], [-7.6719, 4.6242, -2.0787], [3.7772, -5.4853, 10.7115], [5.1389, -6.0959, 11.0256], [6.1075, -6.0316, 9.8425], [5.5422, -6.7938, 8.6768], [5.0967, -7.3955, 7.7594], [3.2684, -6.0258, 9.9089], [3.1302, -5.5271, 11.5911], [3.8769, -4.4373, 10.4118], [4.9983, -7.1370, 11.3333], [5.5787, -5.5661, 11.8757], [7.0704, -6.4678, 10.1206], [6.2794, -4.9941, 9.5425]], "charge": 1, "homo_lumo_gap_ev": 7.9, "e_lumo_ha": -0.1073}